Entry 1:
Computed, not measured: 2 unconnected molecules or ions with the total composition C3Cl5N4 at a distorted geometry, with wB97M-V/def2-TZVPD.

Its calculated total energy is -2634.233131 Ha. For the gap between HOMO and LUMO, the calculation gives 8.64 eV. The calculation puts the relative energy (zero: lowest compared OMol25 entry of this formula, charge and spin) at 0.000 eV. As for the spin multiplicity: 1. The charge is -1. The calculation puts the HOMO energy at -5.9 eV.

Atoms and positions in Å:
C (0.6462, -0.9480, 0.6608)
C (-0.2202, 0.2326, -1.1897)
C (-0.9352, 1.4010, -0.6480)
N (1.0505, -1.4392, 2.5719)
N (0.4462, -0.4964, 1.8779)
N (1.3027, -2.0749, 0.5062)
N (1.5510, -2.3637, 1.7657)
Cl (1.1916, 0.7088, -2.1142)
Cl (-1.2537, -0.8380, -2.0952)
Cl (-1.5744, 2.5173, -1.9868)
Cl (0.1245, 2.3928, 0.3496)
Cl (-2.3291, 0.9077, 0.3019)



Entry 2:
Computed, not measured: a molecular structure, C3CoLiO6 at a distorted geometry, with wB97M-V/def2-TZVPD.

Its calculated total energy is -1955.693373 Ha. For the gap between HOMO and LUMO (spin up / spin down), the calculation gives 3.57 / 7.00 eV. As for the spin multiplicity: 6. The charge is +1. The calculation puts the HOMO energy (spin up / spin down) at -10.1 / -14.3 eV.

Atoms and positions in Å:
C (0.3093, -0.5541, 0.3751)
O (0.2430, -0.5134, 1.5936)
C (1.2322, -1.5641, -0.4033)
O (1.1874, -1.4252, -1.6533)
O (1.8865, -2.3448, 0.2768)
Co (-0.6411, 0.8230, 2.6974)
Li (0.0372, -0.1043, -2.3452)
O (-0.2630, 0.2948, -0.4428)
O (-1.2829, 1.7654, 1.1111)
O (-1.5370, 2.0648, -1.1154)
C (-1.1715, 1.5579, -0.0939)



Entry 3:
Computed, not measured: a molecular structure, C3F15K5N3O21S9 at a distorted geometry, with wB97M-V/def2-TZVPD.

Its calculated total energy is -9940.179506 Ha. For the gap between HOMO and LUMO (spin up / spin down), the calculation gives 3.24 / 6.84 eV. As for the spin multiplicity: 2. The charge is -2. The calculation puts the HOMO energy (spin up / spin down) at -1.4 / -4.8 eV.

Atoms and positions in Å:
K (-0.2037, 3.0216, -3.6231)
K (4.4666, 1.9434, -2.4186)
K (-1.5347, -2.6960, -0.5770)
K (1.8139, 1.7199, 2.9106)
K (3.4312, -1.3685, -4.4874)
N (-5.4249, 2.3616, -2.4095)
S (-3.9986, 1.9479, -1.5622)
O (-2.7661, 1.9043, -2.3274)
O (-4.1029, 1.1845, -0.3410)
F (-3.7871, 3.4654, -1.0782)
S (-5.4592, 0.9699, -2.9926)
O (-5.8851, -0.1165, -2.1240)
O (-4.4768, 0.6890, -4.0410)
F (-6.7715, 1.1844, -3.9724)
N (-3.4597, -0.3733, 3.7889)
S (-2.8061, -1.8098, 4.0400)
O (-1.7566, -1.8933, 5.0525)
O (-2.9467, -2.8301, 2.9908)
F (-4.1115, -2.2844, 4.8778)
S (-2.0407, 0.0326, 2.9319)
O (-1.7422, -0.7008, 1.7158)
O (-0.9856, 0.8096, 3.5810)
F (-2.9054, 1.2856, 2.4095)
N (4.1214, 3.2047, 2.2462)
S (5.3005, 3.7693, 3.0106)
O (5.0199, 4.6224, 4.2049)
O (6.4226, 4.2520, 2.1585)
F (5.8881, 2.3974, 3.5981)
S (3.6231, 4.7700, 1.6627)
O (4.3793, 5.2561, 0.5342)
O (3.0484, 5.7279, 2.6205)
F (2.3465, 4.2343, 0.7710)
C (0.5633, 1.0529, -0.5324)
F (-0.7572, 1.0938, -0.4382)
F (0.9513, 2.3345, -0.6748)
F (1.0545, 0.6999, 0.6376)
S (1.0277, -0.0975, -1.9574)
O (0.1391, 0.1591, -3.0758)
O (2.4061, 0.2985, -2.2607)
O (0.8100, -1.4655, -1.4231)
C (1.3670, -2.7400, 2.2333)
F (0.1600, -2.3338, 2.2204)
F (1.3365, -4.0681, 2.3713)
F (2.0032, -2.4665, 1.0859)
S (2.1717, -1.9555, 3.8245)
O (3.3193, -1.2860, 3.2038)
O (1.2102, -1.0191, 4.3631)
O (2.4756, -3.0713, 4.7260)
C (-0.7939, -4.4226, -5.3942)
F (-1.7648, -5.1948, -4.9569)
F (0.0923, -5.1825, -5.9696)
F (-1.1995, -3.4740, -6.2894)
S (0.0628, -3.5089, -3.9397)
O (0.5217, -4.6079, -3.0803)
O (1.1362, -2.6684, -4.5239)
O (-0.9895, -2.7574, -3.3005)



Entry 4:
Computed, not measured: a molecular structure, C3H10BMg at a distorted geometry, with wB97M-V/def2-TZVPD.

Its calculated total energy is -344.711513 Ha. For the gap between HOMO and LUMO, the calculation gives 3.99 eV. As for the spin multiplicity: 1. The charge is +1. The calculation puts the HOMO energy at -12.7 eV.

Atoms and positions in Å:
B (1.7384, -0.6081, 0.0095)
C (0.5351, 0.4022, -0.5314)
C (-0.6491, 0.3439, 0.6322)
C (-1.8303, -0.6271, 0.0317)
H (2.4451, -0.1200, 0.8117)
H (1.1868, -1.5188, 0.5266)
H (2.2935, -1.0299, -0.9366)
H (0.1881, -0.0255, -1.5687)
H (0.9153, 1.5061, -0.7452)
H (-0.2310, -0.2087, 1.6041)
H (-1.0259, 1.4162, 0.9583)
H (-1.3628, -1.3450, -0.7845)
H (-2.1906, -1.3452, 0.9101)
H (-2.7063, -0.0539, -0.4915)
Mg (0.6937, 3.2137, -0.4263)



Entry 5:
Computed, not measured: 2 unconnected molecules or ions with the total composition C3H10Cl2N2Si at a distorted geometry, with wB97M-V/def2-TZVPD.

Its calculated total energy is -1439.644536 Ha. For the gap between HOMO and LUMO (spin up / spin down), the calculation gives 9.28 / 6.51 eV. The calculation puts the relative energy (zero: lowest compared OMol25 entry of this formula, charge and spin) at 2.602 eV. As for the spin multiplicity: 1. The calculation puts the HOMO energy (spin up / spin down) at -9.7 / -7.2 eV.

Atoms and positions in Å:
C (-1.9320, 0.2061, -1.3503)
C (2.2608, -1.5050, -0.5038)
C (-2.3969, 1.2474, -0.2542)
N (1.7161, -1.2235, 0.8563)
N (-1.2967, 1.5555, 0.4799)
Si (1.9163, 0.2233, 1.7772)
Cl (3.7925, 0.8959, 1.5105)
Cl (1.4495, -0.1402, 3.6966)
H (-1.0823, 0.4970, -2.0697)
H (-1.5700, -0.5844, -0.6805)
H (-2.7864, -0.0584, -2.0098)
H (1.8074, -0.6728, -1.1533)
H (3.3002, -1.6063, -0.7676)
H (1.8583, -2.5466, -0.9368)
H (-3.1525, 1.9930, -0.6404)
H (-3.0803, 0.5972, 0.2777)
H (0.6751, -1.3202, 0.8910)
H (-1.4791, 2.4420, 0.8774)



Entry 6:
Computed, not measured: 2 unconnected molecules or ions with the total composition C3H10N at a distorted geometry, with wB97M-V/def2-TZVPD.

Its calculated total energy is -174.729172 Ha. For the gap between HOMO and LUMO, the calculation gives 10.60 eV. The calculation puts the relative energy (zero: lowest compared OMol25 entry of this formula, charge and spin) at 2.242 eV. As for the spin multiplicity: 1. The charge is +1. The calculation puts the HOMO energy at -14.4 eV.

Atoms and positions in Å:
N (-0.6817, 1.6660, 1.6283)
H (-0.8838, 1.2204, 2.5261)
H (-1.5918, 2.0760, 1.2792)
H (0.2008, 2.1466, 1.7231)
H (-0.3864, 0.7768, 0.8434)
C (-0.0235, -1.8059, -1.2411)
C (0.8349, -0.8396, -0.5247)
C (0.5160, 0.4799, -0.4289)
H (-0.5736, -2.4444, -0.5236)
H (-0.7567, -1.4135, -1.9297)
H (0.6200, -2.5596, -1.7377)
H (1.8920, -1.0217, -0.2500)
H (1.3274, 1.1944, -0.4787)
H (-0.4935, 0.5247, -0.8855)



Entry 7:
Computed, not measured: 2 unconnected molecules or ions with the total composition C3H10N at a distorted geometry, with wB97M-V/def2-TZVPD.

Its calculated total energy is -174.720672 Ha. For the gap between HOMO and LUMO, the calculation gives 12.16 eV. The calculation puts the relative energy (zero: lowest compared OMol25 entry of this formula, charge and spin) at 2.473 eV. As for the spin multiplicity: 1. The charge is +1. The calculation puts the HOMO energy at -15.8 eV.

Atoms and positions in Å:
C (-1.0983, 0.1271, -1.0077)
C (1.0852, 0.9047, 0.0140)
C (-0.1526, 0.1167, 0.2285)
N (0.2071, -1.2543, 0.7903)
H (-1.5480, 1.1444, -1.0744)
H (-0.4774, 0.0606, -1.8934)
H (-1.8973, -0.4931, -0.8139)
H (1.6612, 1.0620, 0.8642)
H (0.7867, 1.7691, -0.4183)
H (1.5495, 0.3358, -0.8015)
H (-0.8456, 0.8487, 1.3632)
H (0.6711, -1.9580, 0.2368)
H (-0.6501, -1.6296, 0.8922)
H (0.7084, -1.0339, 1.6201)



Entry 8:
Computed, not measured: C3H10N2 in the gas phase at a distorted geometry, with wB97M-V/def2-TZVPD.

Its calculated total energy is -229.761446 Ha. The SMILES is CNCCN. For the gap between HOMO and LUMO, the calculation gives 9.67 eV. The calculation puts the relative energy (zero: lowest compared OMol25 entry of this formula, charge and spin) at 1.301 eV. As for the spin multiplicity: 1. The calculation puts the HOMO energy at -8.5 eV.

Atoms and positions in Å:
C (1.0166, -0.9287, -1.2286)
N (-0.0637, -1.0890, -0.1242)
C (-1.0163, -0.0165, -0.1403)
C (-0.4152, 1.2750, 0.4939)
N (0.1509, 0.7874, 1.8173)
H (0.8199, -1.5933, -2.0066)
H (0.9803, 0.1369, -1.6368)
H (1.9725, -1.1427, -0.7601)
H (-0.6287, -1.9561, -0.2890)
H (-1.8050, -0.3732, 0.5564)
H (-1.3146, 0.2081, -1.1436)
H (-1.1904, 2.1194, 0.6346)
H (0.3725, 1.6594, -0.1514)
H (0.1230, -0.2294, 1.9383)
H (0.9982, 1.1427, 2.0400)



Entry 9:
Computed, not measured: C3H10N2 in the gas phase at a distorted geometry, with wB97M-V/def2-TZVPD.

Its calculated total energy is -229.742399 Ha. The SMILES is CC(C)(N)N. For the gap between HOMO and LUMO, the calculation gives 8.94 eV. The calculation puts the relative energy (zero: lowest compared OMol25 entry of this formula, charge and spin) at 1.819 eV. As for the spin multiplicity: 1. The calculation puts the HOMO energy at -7.9 eV.

Atoms and positions in Å:
C (0.1035, 0.3252, -1.3455)
C (-0.3747, -0.1185, -0.0247)
C (1.2955, 0.2605, 0.7196)
N (-0.7312, -1.4617, 0.0732)
N (-1.3504, 0.6893, 0.5519)
H (0.8414, -0.3144, -1.8179)
H (0.2850, 1.3899, -1.4509)
H (-0.9600, 0.1014, -2.0408)
H (2.0864, 0.7647, 0.1576)
H (1.6890, -0.7080, 1.0428)
H (1.1319, 0.8794, 1.6084)
H (-1.0829, -1.7617, 0.9713)
H (-0.1607, -2.0870, -0.4810)
H (-1.6745, 0.3729, 1.4554)
H (-1.0984, 1.6681, 0.5806)



Entry 10:
Computed, not measured: a gas-phase ion, C3H10N2 (charge +1) at a distorted geometry, with wB97M-V/def2-TZVPD.

Its calculated total energy is -229.493258 Ha. For the gap between HOMO and LUMO (spin up / spin down), the calculation gives 11.96 / 6.90 eV. The calculation puts the relative energy (zero: lowest compared OMol25 entry of this formula, charge and spin) at 0.000 eV. As for the spin multiplicity: 2. The charge is +1. The calculation puts the HOMO energy (spin up / spin down) at -14.9 / -14.8 eV.

Atoms and positions in Å:
C (0.6111, 0.8476, 2.1573)
C (0.0004, -0.2668, 1.3365)
N (0.2833, -0.0950, -0.0682)
C (-0.7330, -0.3096, -1.0558)
N (-0.1764, -0.2276, -2.3682)
H (0.2618, 1.8208, 1.8140)
H (0.3342, 0.7719, 3.2074)
H (1.6958, 0.7766, 2.0747)
H (-1.0847, -0.4160, 1.4239)
H (0.3690, -1.2567, 1.6345)
H (0.8267, 0.7334, -0.3355)
H (-1.2368, -1.2711, -0.8461)
H (-1.5297, 0.4272, -0.8716)
H (-0.8742, -0.1962, -3.1003)
H (0.4138, -1.0304, -2.5468)



Entry 11:
Computed, not measured: 2 unconnected molecules or ions with the total composition C3H10N2O at a distorted geometry, with wB97M-V/def2-TZVPD.

Its calculated total energy is -304.984881 Ha. For the gap between HOMO and LUMO (spin up / spin down), the calculation gives 4.65 / 7.71 eV. The calculation puts the relative energy (zero: lowest compared OMol25 entry of this formula, charge and spin) at 0.602 eV. As for the spin multiplicity: 2. The charge is -1. The calculation puts the HOMO energy (spin up / spin down) at -0.3 / -3.4 eV.

Atoms and positions in Å:
C (1.9858, 0.6018, 0.7642)
C (1.4093, -0.2742, -1.3372)
N (1.1368, 0.6367, -0.3916)
H (1.8133, 1.5017, 1.3542)
H (1.7313, -0.2844, 1.4212)
H (3.0532, 0.5034, 0.5376)
H (1.8741, -1.2526, -1.1142)
H (1.2529, -0.0656, -2.3914)
H (-0.5166, 1.0194, -0.3716)
N (-1.8635, -0.9658, 0.9331)
C (-2.1064, -0.2034, -0.3105)
O (-1.5202, 1.0449, -0.3239)
H (-0.8875, -0.9670, 1.1721)
H (-2.4002, -0.4175, 1.5982)
H (-3.1917, -0.0911, -0.3649)
H (-1.7705, -0.7864, -1.1754)



Entry 12:
Computed, not measured: 2 unconnected molecules or ions with the total composition C3H10N2O at a distorted geometry, with wB97M-V/def2-TZVPD.

Its calculated total energy is -304.843378 Ha. The SMILES is CN=O.CCN. For the gap between HOMO and LUMO, the calculation gives 8.10 eV. The calculation puts the relative energy (zero: lowest compared OMol25 entry of this formula, charge and spin) at 6.293 eV. As for the spin multiplicity: 1. The calculation puts the HOMO energy at -8.1 eV.

Atoms and positions in Å:
C (0.1625, -1.2551, -2.7106)
N (0.6617, -1.5291, -1.3150)
O (-0.0758, -2.3892, -0.8467)
H (0.8726, -1.5665, -3.4124)
H (-0.8767, -1.5417, -2.9346)
H (0.2915, -0.1943, -2.7671)
C (0.6348, 0.3258, 0.0572)
C (-0.0910, 1.1290, 1.4964)
N (-0.7419, 0.5388, 2.6896)
H (0.0020, 0.2734, -0.7758)
H (1.3030, 1.1286, -0.1253)
H (1.0052, -0.5159, 0.5640)
H (-0.8368, 1.5772, 0.8153)
H (0.4662, 1.9989, 1.9556)
H (-0.1259, 0.7654, 3.4943)
H (-1.1988, -0.3331, 2.8455)